Below is a structure of composition C18H26IrN5O3, with properties calculated with ωB97M-V/def2-TZVPD.

```
53
Properties=species:S:1:pos:R:3:nbo_charge:R:1
Ir 0.104 0.333 0.115 0.97
N 0.167 0.477 -2.011 -0.75
C 1.563 0.133 -2.437 -0.31
C 2.610 0.410 -1.343 0.63
O 3.792 0.535 -1.654 -0.67
N 2.074 0.427 -0.133 -0.59
C 2.826 0.663 1.078 -0.35
C 1.907 0.547 2.304 0.78
O 2.378 0.588 3.420 -0.64
O 0.622 0.374 2.080 -0.73
H -0.491 -0.015 -2.608 0.37
H 0.009 1.467 -2.195 0.41
H 1.843 0.677 -3.338 0.22
H 1.595 -0.935 -2.655 0.21
H 3.290 1.654 1.095 0.22
H 3.644 -0.051 1.198 0.22
C -2.214 0.603 1.998 -0.42
N -2.032 0.416 0.541 -0.41
C -2.811 -0.754 0.126 -0.40
C -2.528 1.625 -0.165 -0.25
C -1.511 2.728 -0.046 -0.03
C -1.869 4.068 -0.083 -0.23
C -0.888 5.046 -0.016 -0.23
C 0.443 4.670 0.089 -0.20
C 0.796 3.326 0.138 -0.25
C -0.173 2.322 0.081 -0.19
H -3.281 0.707 2.224 0.18
H -1.674 1.489 2.319 0.24
H -1.797 -0.251 2.526 0.23
H -3.868 -0.631 0.384 0.19
H -2.422 -1.642 0.622 0.22
H -2.736 -0.880 -0.956 0.18
H -3.508 1.916 0.231 0.20
H -2.672 1.346 -1.214 0.19
H -2.914 4.351 -0.161 0.20
H -1.160 6.093 -0.042 0.21
H 1.216 5.428 0.143 0.21
H 1.843 3.063 0.220 0.22
C -0.428 -4.818 -2.018 -0.65
C 0.068 -3.886 -0.966 0.18
C 0.850 -4.086 0.143 -0.34
C 0.971 -2.829 0.776 0.22
N 0.297 -1.912 0.091 -0.32
N -0.234 -2.571 -0.966 -0.34
C 1.735 -2.534 2.020 -0.66
H -0.006 -5.807 -1.859 0.24
H -0.137 -4.483 -3.014 0.23
H -1.515 -4.906 -1.990 0.23
H 1.287 -5.014 0.468 0.23
H -0.876 -2.089 -1.568 0.40
H 1.934 -3.462 2.553 0.22
H 1.190 -1.856 2.672 0.26
H 2.694 -2.072 1.784 0.24
```

Output
Molecular weight   552.66 g mol⁻¹
DFT total energy   -1305.406449 Ha
LUMO level   -0.41 eV
Energy relative to the best compared isomer or geometry (same formula, charge and spin)   0.00 kcal per mole
Maximum force   0.002 hartree/bohr
Frontier orbital gap   0.26700 Eh


Below is a cluster of 2 separate species, C8H16O2 in total, with properties calculated with ωB97M-V/def2-TZVPD.

```
26
Properties=species:S:1:pos:R:3:nbo_charge:R:1
C -2.136 -0.904 -0.498 -0.13
C 0.272 1.821 -0.688 -0.75
C -2.935 0.343 -0.366 -0.66
C -1.441 -1.253 -1.564 -0.47
C 0.307 0.901 0.499 0.62
O -0.416 1.038 1.459 -0.57
H -2.177 -1.560 0.363 0.20
H 0.636 1.321 -1.580 0.24
H -0.731 2.209 -0.836 0.23
H 0.930 2.662 -0.473 0.24
H -2.884 0.943 -1.272 0.21
H -1.396 -0.629 -2.443 0.20
H -2.580 0.924 0.479 0.25
H -3.980 0.095 -0.169 0.22
H -0.924 -2.199 -1.629 0.20
H 0.839 -1.129 -1.152 0.48
C 2.693 0.495 0.921 -0.61
C 1.036 -1.340 1.397 -0.62
C 1.399 -0.187 0.459 0.14
O 1.624 -0.647 -0.858 -0.72
H 3.485 -0.249 0.979 0.22
H 2.990 1.254 0.203 0.22
H 0.153 -1.860 1.028 0.21
H 0.818 -0.953 2.387 0.23
H 1.863 -2.043 1.455 0.21
H 2.555 0.950 1.898 0.22
```

Output
Molecular weight   144.21 g mol⁻¹
DFT total energy   -464.875073 Ha
LUMO level   0.90 eV
Energy relative to the best compared isomer or geometry (same formula, charge and spin)   34.29 kcal per mole
SMILES   CC(=O)C(C)(C)O.C=CC
Maximum force   0.014 hartree/bohr
Frontier orbital gap   0.37277 Eh


Below is a cluster of 2 separate species, C2H5FOS in total at a distorted geometry, with properties calculated with ωB97M-V/def2-TZVPD.

```
10
Properties=species:S:1:pos:R:3:nbo_charge:R:1
C -1.001 0.581 0.390 -0.64
C -0.161 0.208 -0.820 -0.10
O 0.450 -1.037 -0.802 -0.53
F 2.302 -1.722 1.685 -0.46
S 2.588 -1.185 0.209 0.69
H -0.680 1.491 1.052 0.20
H -2.053 0.854 0.155 0.21
H -0.934 -0.291 0.891 0.22
H 0.452 1.028 -1.212 0.18
H -0.963 0.072 -1.548 0.21
```

Output
Molecular weight   96.13 g mol⁻¹
DFT total energy   -652.326448 Ha
LUMO level (spin up / spin down)   -2.33 / -2.33 eV
Energy relative to the best compared isomer or geometry (same formula, charge and spin)   81.92 kcal per mole
Maximum force   0.083 hartree/bohr
Frontier orbital gap (spin up / spin down)   0.28013 / 0.28036 Eh


Below is a cluster of 7 separate species, C15H27Cl6N4O8S in total at a distorted geometry, with properties calculated with ωB97M-V/def2-TZVPD.

```
61
Properties=species:S:1:pos:R:3:nbo_charge:R:1
C 1.942 2.053 0.117 -0.11
C 0.866 2.341 -0.319 -0.01
C -0.394 2.654 -0.880 0.10
C -1.451 1.752 -0.855 -0.20
C -2.637 2.035 -1.436 0.16
C -3.743 1.024 -1.432 -0.27
C -3.836 0.345 -2.810 -0.60
C -5.084 1.583 -0.963 -0.41
C -4.979 2.525 0.238 -0.67
C -2.730 3.302 -2.046 0.12
Cl -4.071 3.856 -2.847 0.24
N -1.671 4.113 -1.997 0.05
N -1.746 5.388 -2.564 -0.57
N -0.505 3.841 -1.434 -0.19
H 2.931 1.835 0.425 0.25
H -1.308 0.810 -0.353 0.26
H -3.445 0.251 -0.728 0.22
H -4.105 -0.696 -2.689 0.23
H -4.547 0.852 -3.451 0.22
H -2.871 0.355 -3.314 0.20
H -5.606 2.095 -1.759 0.24
H -5.708 0.734 -0.697 0.22
H -3.987 2.541 0.687 0.17
H -5.255 3.526 -0.094 0.29
H -5.666 2.219 1.017 0.22
H -0.797 5.749 -2.529 0.39
H -2.005 5.291 -3.542 0.38
O 2.286 -1.041 0.655 -1.01
S 1.146 -1.889 0.353 2.42
O -0.041 -1.745 1.136 -0.94
O 1.605 -3.351 0.234 -0.74
C 2.329 -3.976 1.396 -0.11
C 1.427 -4.315 2.550 -0.65
C 0.730 -1.676 -1.350 -0.89
H 3.146 -3.335 1.739 0.28
H 2.780 -4.867 0.979 0.23
H 1.016 -3.424 3.025 0.21
H 2.035 -4.848 3.278 0.28
H 0.584 -4.933 2.225 0.18
H 1.632 -1.772 -1.950 0.25
H 0.306 -0.683 -1.459 0.22
H 0.001 -2.434 -1.619 0.26
N 4.690 -3.983 -1.100 0.71
O 3.939 -4.925 -1.215 -0.43
O 5.398 -3.783 -0.112 -0.46
O 4.744 -3.066 -2.040 -0.62
O 4.848 -1.157 -0.544 -0.82
H 4.663 -0.426 -1.147 0.51
H 5.158 -2.053 -1.122 0.53
H 4.027 -1.390 -0.052 0.56
C 5.701 -3.942 3.369 -0.19
O 4.353 -3.882 3.334 -1.00
H 6.199 -4.186 2.397 0.09
H 6.216 -2.993 3.695 0.07
H 6.124 -4.710 4.076 0.07
C -1.578 3.537 3.373 -0.23
Cl -0.333 2.956 2.254 0.04
Cl -1.518 2.590 4.855 0.07
Cl -1.275 5.239 3.740 0.05
Cl -3.158 3.372 2.616 0.08
Cl -6.776 4.717 -1.314 -0.93
```

Output
Molecular weight   636.19 g mol⁻¹
DFT total energy   -4567.684591 Ha
LUMO level   -0.35 eV
Net charge   -1
Maximum force   0.029 hartree/bohr
Frontier orbital gap   0.08970 Eh